C17H17F3N7O3S | the ωB97M-V functional and the def2-TZVPD basis

```
48
Properties=species:S:1:pos:R:3:forces:R:3
N -4.812 -2.546 -0.475 0.3 2.8 0.2
S -3.174 -2.153 -0.693 -1.4 -1.5 -5.2
O -3.176 -1.560 -2.055 0.4 1.9 2.7
O -2.635 -3.461 -0.853 2.2 -1.3 2.0
C -2.322 -1.198 0.655 0.4 -0.2 2.4
C -2.936 -1.143 1.986 1.2 0.9 -0.8
C -4.267 -1.756 2.371 -0.3 0.0 1.0
F -4.419 -1.658 3.747 -0.1 -0.6 -1.7
F -4.172 -3.114 2.073 -1.1 1.9 0.4
F -5.356 -1.087 1.857 1.6 -1.7 0.5
C -2.252 -0.471 3.049 -1.6 -2.0 -0.6
C -1.082 0.104 2.699 2.7 1.8 0.1
C -0.324 0.039 1.512 -4.1 -1.4 -0.3
C 0.816 0.902 1.297 2.1 2.0 -1.5
C 2.023 0.555 1.887 1.2 -0.4 0.1
C 3.260 1.171 1.634 -2.6 2.2 -1.2
C 3.211 2.379 0.887 -0.1 -0.7 -0.1
C 4.385 3.225 0.734 -2.5 -1.0 -4.4
C 4.628 4.218 -0.244 -1.3 -2.6 4.9
N 5.614 5.013 0.310 2.4 -2.3 2.6
C 6.104 4.302 1.376 0.0 6.4 -5.3
O 7.164 4.756 1.934 0.3 -2.8 3.4
N 5.448 3.113 1.731 -0.7 2.3 -2.2
C 2.013 2.824 0.263 -1.0 -0.3 0.9
C 0.817 2.076 0.426 2.4 -1.3 1.8
C -0.922 -0.749 0.500 -1.3 0.6 -0.5
C -0.269 -0.893 -0.859 0.6 -1.2 -1.3
N 1.189 -1.131 -1.064 1.1 -2.5 1.7
N 1.707 -0.136 -1.938 0.4 -1.8 -0.7
N 0.603 0.189 -2.689 -0.9 2.0 -0.7
N -0.335 0.298 -1.642 -4.1 2.1 -1.3
H -5.206 -2.458 -1.413 0.2 0.5 0.2
H -4.800 -3.501 -0.257 0.0 -1.6 0.7
H -2.615 -0.529 4.126 0.4 0.5 -1.9
H -0.628 0.795 3.373 0.2 0.2 1.0
H 2.058 -0.291 2.545 -0.2 -0.5 0.1
H 4.185 0.816 1.989 0.8 -0.7 0.6
H 3.882 4.463 -0.990 0.7 0.2 -0.2
H 7.527 5.412 1.397 1.1 2.1 -1.5
H 5.018 3.197 2.602 -0.8 -0.2 2.5
H 6.067 2.354 1.643 0.9 -1.9 0.0
H 1.989 3.833 -0.222 -0.1 -1.2 0.4
H -0.077 2.356 -0.025 -1.2 0.5 -0.7
H -0.775 -1.710 -1.364 -0.1 -0.4 0.0
H 1.303 -2.066 -1.545 0.0 1.6 0.8
H 1.956 0.692 -1.405 -0.2 -0.2 0.0
H 0.286 -0.485 -3.405 0.9 -0.2 0.7
H -1.299 0.417 -2.064 1.3 -0.1 0.7
```
Positions in Å, forces in eV/Å.

Output
- 2S+1: 1
- Net charge: +1
- Kohn-Sham gap: 6.16 eV
- Lowest unoccupied orbital energy: -4.785 eV